[1]
Here is an isolated molecule of C7H16O6S2 at a distorted geometry from OMol25. Energies are from ωB97M-V with the def2-TZVPD basis set.

```
31
Properties=species:S:1:pos:R:3:forces:R:3
C -0.154 0.242 -3.420 1.80 -0.57 -0.23
C 1.429 -0.313 0.996 1.07 2.76 -1.37
C 3.688 -0.396 -0.223 1.34 -3.78 -1.65
C -3.126 2.306 2.489 0.96 -3.07 1.69
C -1.906 -0.087 -0.668 -2.32 0.21 -0.77
C -2.307 0.257 0.737 -0.52 -2.03 2.35
C 2.225 -0.834 -0.196 0.63 0.78 1.57
O -0.669 1.653 2.033 3.10 -0.07 1.55
O -0.123 -1.867 -1.885 -0.13 -2.90 -0.09
O 1.158 -2.928 0.134 -0.81 0.91 -1.43
O -0.609 0.322 -0.868 3.38 -0.51 -1.35
O 2.334 -2.194 -0.229 0.16 -1.25 -0.43
O 1.753 -0.236 -1.473 -1.94 -0.78 -0.65
S -1.810 1.948 1.215 -3.23 0.81 -0.03
S 0.289 -0.535 -2.024 -1.38 4.87 0.29
H 0.367 1.188 -3.361 -0.44 0.93 0.52
H 0.462 -0.176 -4.240 -0.71 -0.72 0.12
H 0.669 -0.905 1.387 -1.03 -1.25 0.40
H 0.998 0.686 0.764 0.27 -0.87 0.04
H 2.162 -0.054 1.727 0.40 -0.33 0.92
H 4.053 0.144 0.573 0.34 1.09 2.06
H 4.333 -1.400 -0.306 -1.34 2.13 0.41
H 3.971 0.119 -1.109 -0.19 0.60 -0.83
H -3.939 2.747 2.035 -1.81 1.23 -0.94
H -2.759 2.858 3.377 0.25 0.07 -1.06
H -3.496 1.310 2.959 0.71 1.39 -0.98
H -2.045 -1.150 -0.815 0.12 -0.33 -0.05
H -2.571 0.427 -1.418 0.44 -0.37 0.64
H -3.374 -0.174 0.956 1.70 1.38 -0.45
H -1.600 -0.247 1.547 -1.41 0.56 -1.79
H 0.601 -2.708 -0.694 0.61 -0.87 1.54
```
Forces are in eV/Å.

For the HOMO energy, the calculation gives -9.331 eV. The energy above the lowest of the compared OMol25 structures with the same formula, charge and spin is 4.518 eV. The calculated total energy is -41465.6538 eV. Its maximum force is 5.07 eV Å⁻¹. The gap between HOMO and LUMO comes out at 9.94 eV.

***

[2]
Here is a structure of composition C7H16OSi at a distorted geometry from OMol25. Energies are from ωB97M-V with the def2-TZVPD basis set.

```
25
Properties=species:S:1:pos:R:3:forces:R:3
C 1.383 1.619 2.269 1.21 -0.74 1.20
C 0.339 1.471 1.389 -1.77 0.98 -2.02
C 1.331 1.464 -1.567 0.62 -0.42 -1.04
C -0.274 -0.325 -2.328 0.34 -1.14 2.25
C -2.791 -0.642 0.701 -2.97 -1.60 -0.56
C 0.699 -2.215 1.286 0.95 -1.48 -0.90
C 0.722 0.154 -1.271 0.59 -2.86 0.19
O -1.762 0.113 0.150 0.35 -0.65 -0.33
Si -0.139 -0.009 0.425 -0.01 2.14 1.38
H 1.479 2.409 3.024 0.02 -0.30 -0.49
H 1.969 0.707 2.381 0.47 0.41 0.37
H -0.242 2.428 1.160 0.04 -1.50 0.71
H 1.570 1.384 -2.644 0.15 0.74 0.33
H 0.602 2.182 -1.354 -1.06 1.56 -0.23
H 2.186 1.735 -0.983 0.63 -0.15 0.26
H -0.785 -1.160 -1.858 0.00 -0.66 -0.56
H 0.295 -0.606 -3.157 0.56 -0.62 -1.60
H -1.057 0.291 -2.586 -1.47 1.97 -0.55
H -3.431 -1.117 -0.188 1.04 1.30 1.73
H -3.439 0.052 1.316 0.51 -0.97 -0.68
H -2.614 -1.603 1.324 0.74 1.74 -0.67
H 0.956 -2.314 2.332 -0.17 0.51 0.18
H -0.017 -2.951 0.940 -0.88 0.34 0.24
H 1.542 -2.403 0.613 0.25 0.74 0.24
H 1.480 -0.663 -1.373 -0.15 0.67 0.54
```
Forces are in eV/Å.

As for the expectation value of S²: 2.012. For the HOMO energy (alpha / beta), the calculation gives -4.549 / -8.427 eV. The energy above the lowest of the compared OMol25 structures with the same formula, charge and spin is 1.392 eV. The multiplicity is 3. The calculated total energy is -17436.8318 eV. Its maximum force is 3.42 eV Å⁻¹. The gap between HOMO and LUMO (alpha / beta) comes out at 5.30 / 5.04 eV.

***

[3]
Here is a structure of composition C7H17BBeFNO3P at a distorted geometry from OMol25. Energies are from ωB97M-V with the def2-TZVPD basis set.

```
32
Properties=species:S:1:pos:R:3:forces:R:3
C 0.283 1.807 1.382 0.70 -0.83 -0.36
C 0.563 0.367 1.834 -0.75 0.55 1.19
N -0.030 -0.707 1.028 0.90 0.72 -0.12
P 0.195 -0.811 -0.676 -1.52 0.19 4.09
C -1.234 0.170 -1.213 -0.69 -0.86 -1.30
C -2.572 -0.525 -0.814 -0.51 0.60 -0.05
C -3.409 0.289 0.146 -0.26 -0.61 0.49
F -2.362 -1.801 -0.303 0.24 -0.01 0.05
B 2.114 -0.317 -0.625 1.72 -0.30 -0.73
C 3.077 -1.382 -0.004 -1.34 -0.15 0.58
O 2.561 0.864 -1.074 -1.29 0.39 0.44
C 0.630 -1.178 -2.857 1.45 -1.40 -7.14
O 0.246 -2.259 -3.118 -1.08 -0.79 2.82
O 1.129 -0.261 -3.396 0.27 2.00 2.18
H -0.688 2.125 1.747 -0.19 0.09 -0.45
H 0.423 1.976 0.313 -0.23 0.05 -0.06
H 1.024 2.430 1.874 0.03 0.07 -0.06
H 0.047 0.307 2.798 0.05 -0.20 0.02
H 1.606 0.228 2.143 0.20 -0.19 -0.68
H 0.092 -1.585 1.516 -0.16 -0.20 -0.23
H -0.054 -2.180 -0.623 0.02 0.03 -0.78
H -1.238 1.202 -0.874 0.49 -0.06 0.32
H -1.265 0.220 -2.304 0.28 0.16 -0.03
H -3.165 -0.658 -1.718 0.15 -0.18 -0.11
H -3.972 1.071 -0.358 0.28 0.20 -0.07
H -4.159 -0.390 0.557 -0.05 0.01 -0.02
H -2.848 0.671 0.997 0.12 0.16 -0.11
H 2.529 -2.164 0.526 0.19 -0.19 -0.05
H 3.699 -0.880 0.739 0.31 -0.03 -0.18
H 3.676 -1.851 -0.784 0.17 0.15 -0.03
H 2.831 1.474 -0.376 0.55 0.13 -0.25
Be 0.272 3.746 3.516 -0.07 0.52 0.63
```
Forces are in eV/Å.

For the HOMO energy, the calculation gives -10.692 eV. Its total charge is +1. The calculated total energy is -28241.2345 eV. Its maximum force is 7.42 eV Å⁻¹. The gap between HOMO and LUMO comes out at 4.62 eV.

***

[4]
Here is a structure of composition C7H17BrCrF3N2O6S at a distorted geometry from OMol25. Energies are from ωB97M-V with the def2-TZVPD basis set.

```
38
Properties=species:S:1:pos:R:3:forces:R:3
Cr 0.701 2.508 1.597 0.11 -1.53 0.04
Br 0.539 1.638 4.133 -0.03 0.55 -1.68
O 0.176 0.657 0.950 -1.20 0.46 0.89
H -0.024 0.146 1.758 0.26 0.61 0.04
C -1.943 -1.717 2.536 0.35 1.02 -1.51
C -3.053 -0.886 1.865 -2.69 -2.24 2.74
O -4.195 -1.038 2.283 3.11 1.75 -2.55
N -2.662 0.007 0.656 -0.47 -0.34 -0.64
H -2.688 1.010 0.764 -1.29 0.65 0.78
H -1.664 0.021 0.498 1.52 -0.91 0.09
C -3.378 -0.407 -0.652 0.51 0.49 1.43
H -1.492 -1.057 3.278 0.08 -0.15 0.35
H -1.168 -1.962 1.810 0.20 0.05 -0.08
H -2.295 -2.664 2.943 -0.41 0.50 0.13
H -2.859 0.076 -1.480 -0.07 -0.06 0.11
H -4.385 -0.010 -0.521 -0.05 -0.63 -0.39
H -3.248 -1.489 -0.662 -0.58 0.13 -0.41
C 0.351 -1.549 -1.668 0.69 -1.71 0.93
C 1.753 -1.537 -1.116 4.00 -0.19 -0.81
O 2.733 -2.157 -1.491 -2.62 0.30 -0.29
N 2.106 -0.719 0.059 -0.65 -2.09 1.84
H 2.487 0.165 -0.249 1.00 0.60 -0.61
H 1.237 -0.396 0.459 -1.00 0.92 0.45
C 2.828 -1.448 1.219 -0.29 0.26 -0.62
H -0.248 -1.839 -0.804 -0.47 0.34 0.20
H 0.424 -2.497 -2.201 -0.53 0.34 -0.84
H -0.098 -0.715 -2.206 0.66 0.04 0.07
H 2.293 -2.310 1.617 -0.54 -0.17 -0.88
H 2.771 -0.790 2.086 0.79 0.45 -0.33
H 3.798 -1.815 0.882 -0.01 0.57 0.25
C 0.840 3.024 -3.048 2.25 -0.13 1.30
F 0.170 4.153 -2.912 0.07 -0.06 -0.54
F 0.054 1.992 -3.058 -2.18 -1.27 0.24
F 1.551 2.916 -4.156 0.17 1.12 -0.15
S 1.982 2.736 -1.545 4.26 2.44 -1.46
O 1.122 2.981 -0.400 -1.95 0.71 2.37
O 2.325 1.346 -1.627 -0.18 -1.54 -0.29
O 3.161 3.625 -1.596 -2.83 -1.27 -0.17
```
Forces are in eV/Å.

As for the expectation value of S²: 6.018. For the HOMO energy (alpha / beta), the calculation gives -12.494 / -12.665 eV. The multiplicity is 5. Its total charge is +1. The calculated total energy is -140244.3918 eV. Its maximum force is 5.12 eV Å⁻¹. The gap between HOMO and LUMO (alpha / beta) comes out at 8.33 / 8.58 eV.